# 1
ORCA calculation (ωB97M-V/def2-TZVPD) on a 2-piece molecular cluster, C9H14 overall at a distorted geometry.

E_LUMO (eV): 0.9808
HOMO level (hartree): -0.32834
HOMO-LUMO gap (eV): 9.92
Total charge: 0
SMILES string: Cc1ccccc1.CC
2S+1: 1

XYZ file:
```
23
Properties=species:S:1:pos:R:3:nbo_charge:R:1
C 2.8707 0.4578 -0.1822 -0.618
C 3.5682 -0.5036 -1.1737 -0.614
H 2.5316 1.4141 -0.5859 0.209
H 2.1026 -0.0261 0.4174 0.208
H 3.6288 0.7860 0.5252 0.200
H 3.5179 -0.1349 -2.2002 0.205
H 4.6222 -0.5652 -0.9221 0.205
H 3.0819 -1.4767 -1.1574 0.205
C -1.5438 -2.1788 0.0887 -0.634
C -2.1999 1.5015 -0.6388 -0.209
C -1.9338 1.9967 0.6408 -0.224
C -2.0705 0.1346 -0.8027 -0.219
C -1.5842 -0.6620 0.2396 -0.016
C -1.6524 1.2009 1.7227 -0.197
C -1.2604 -0.1331 1.4820 -0.209
H -2.5431 2.1796 -1.4037 0.217
H -2.0864 3.0489 0.8232 0.206
H -2.0284 -0.3390 -1.7794 0.209
H -1.5948 1.6205 2.7209 0.211
H -2.2689 -2.3666 -0.6870 0.214
H -1.9376 -2.7411 0.9311 0.220
H -0.6315 -0.6456 2.1900 0.213
H -0.5881 -2.5680 -0.2485 0.217
```

***

# 2
ORCA calculation (ωB97M-V/def2-TZVPD) on a 2-piece molecular cluster, C9H14 overall at a distorted geometry.

E_LUMO (eV): 1.0148
HOMO level (hartree): -0.33727
HOMO-LUMO gap (eV): 10.19
Total charge: 0
SMILES string: Cc1ccccc1.CC
2S+1: 1

XYZ file:
```
23
Properties=species:S:1:pos:R:3:nbo_charge:R:1
C -1.8435 0.1975 -2.1529 -0.629
C -1.6272 -0.2569 -0.7220 -0.621
H -0.9147 0.0178 -2.8215 0.198
H -2.5161 -0.2533 -2.9580 0.209
H -2.2805 1.2405 -2.1733 0.204
H -0.9118 0.4482 -0.3278 0.228
H -2.5557 -0.1147 -0.2243 0.201
H -1.2063 -1.2019 -0.5882 0.201
C 1.7110 -2.0244 0.3088 -0.648
C 0.5580 -0.4349 1.8106 -0.184
C 1.2127 -0.6683 0.6255 -0.051
C -0.0551 0.8167 2.1891 -0.217
C 0.1994 1.8346 1.2700 -0.215
C 1.3888 0.4365 -0.2380 -0.193
C 0.8758 1.7266 0.0642 -0.227
H 0.6402 -1.2186 2.5830 0.203
H -0.5929 0.8355 3.1658 0.232
H 2.2779 -1.6696 -0.5468 0.223
H 0.9585 -2.7811 0.0930 0.223
H -0.2466 2.8527 1.4446 0.207
H 1.7536 0.3089 -1.2786 0.210
H 0.9258 2.5479 -0.5450 0.218
H 2.2488 -2.6398 1.0217 0.229
```

***

# 3
ORCA calculation (ωB97M-V/def2-TZVPD) on a 2-piece molecular cluster, C9H14 overall at a distorted geometry.

E_LUMO (eV): 1.0412
HOMO level (hartree): -0.33181
HOMO-LUMO gap (eV): 10.07
Total charge: 0
SMILES string: Cc1ccccc1.CC
2S+1: 1

XYZ file:
```
23
Properties=species:S:1:pos:R:3:nbo_charge:R:1
C -1.2244 -2.2301 1.0313 -0.635
C -0.5834 -1.5285 -0.1174 -0.019
C 0.6792 -1.9076 -0.6011 -0.216
C -1.0168 -0.2648 -0.5336 -0.220
C 1.3102 -1.1203 -1.5828 -0.204
C -0.3567 0.5891 -1.3856 -0.200
C 0.8575 0.1376 -1.9401 -0.220
H -2.1327 -1.7820 1.4368 0.220
H -0.5331 -2.1394 1.8769 0.225
H 1.0419 -2.9198 -0.4862 0.210
H -2.0619 0.0084 -0.3684 0.204
H 2.1769 -1.5041 -2.0977 0.209
H -0.8021 1.5240 -1.6904 0.216
H 1.4340 0.7259 -2.6307 0.212
H -1.4238 -3.2854 0.8384 0.220
C -0.2301 3.1710 2.1977 -0.616
C 0.6246 2.0568 1.5558 -0.627
H -0.1457 4.0707 1.5919 0.204
H -1.2811 2.9022 2.0533 0.202
H -0.0361 3.3016 3.2589 0.208
H 0.1344 1.1384 1.2758 0.219
H 1.1307 2.5979 0.7430 0.206
H 1.5386 1.7861 2.0902 0.203
```

***

# 4
ORCA calculation (ωB97M-V/def2-TZVPD) on a 2-piece molecular cluster, C9H14 overall at a distorted geometry.

E_LUMO (eV): 1.0196
HOMO level (hartree): -0.33072
HOMO-LUMO gap (eV): 10.02
Total charge: 0
SMILES string: Cc1ccccc1.CC
2S+1: 1

XYZ file:
```
23
Properties=species:S:1:pos:R:3:nbo_charge:R:1
C 0.4728 -2.6643 -0.6868 -0.624
C 0.3765 -2.5178 -2.2067 -0.622
H -0.3353 -3.4156 -0.3491 0.200
H 1.4166 -3.1657 -0.2199 0.208
H 0.3127 -1.6983 -0.1280 0.217
H 0.7263 -1.5755 -2.6265 0.207
H -0.6538 -2.6698 -2.4768 0.206
H 0.8191 -3.4489 -2.6902 0.208
C -0.6153 1.3597 -1.4027 -0.633
C 0.7573 2.5249 1.9933 -0.204
C 0.3212 2.4235 0.6569 -0.199
C 0.2425 1.5034 2.7936 -0.225
C -0.3509 1.3955 0.0587 -0.051
C -0.4195 0.3730 2.2860 -0.220
C -0.6480 0.2795 0.8288 -0.200
H 1.2041 3.4347 2.5055 0.227
H 0.3691 3.1938 0.0396 0.193
H 0.1918 1.7217 3.8614 0.210
H -0.6105 -0.5797 2.8711 0.224
H -1.7963 1.1927 -1.5955 0.213
H 0.0036 0.5920 -1.8937 0.225
H -1.2574 -0.5338 0.3683 0.218
H -0.5266 2.2754 -1.9873 0.223
```

***

# 5
ORCA calculation (ωB97M-V/def2-TZVPD) on a 2-piece molecular cluster, C9H14 overall at a distorted geometry.

E_LUMO (eV): 0.9536
HOMO level (hartree): -0.32888
HOMO-LUMO gap (eV): 9.90
Total charge: 0
SMILES string: Cc1ccccc1.CC
2S+1: 1

XYZ file:
```
23
Properties=species:S:1:pos:R:3:nbo_charge:R:1
C -3.0470 -1.3044 -2.5944 -0.643
C -1.7923 -0.8873 -3.4064 -0.622
H -3.8905 -0.8883 -3.1093 0.227
H -2.7779 -2.3441 -2.3665 0.220
H -2.8873 -1.0080 -1.5503 0.203
H -1.9039 -0.0154 -4.0476 0.207
H -1.4139 -1.8341 -3.8433 0.203
H -0.9316 -0.5445 -2.8407 0.207
C 2.8861 -0.8612 1.5075 -0.632
C -0.7545 0.0409 0.6540 -0.206
C 0.3957 -0.7077 0.7800 -0.232
C -0.6693 1.4274 0.6471 -0.209
C 1.6079 -0.1129 1.1668 -0.005
C 0.4503 1.9988 1.1980 -0.217
C 1.5893 1.2709 1.4870 -0.212
H -1.7311 -0.3592 0.3620 0.212
H 0.5175 -1.7565 0.5063 0.212
H -1.4973 2.0494 0.2603 0.216
H 0.5819 3.0802 1.2889 0.209
H 2.7155 -1.9204 1.2310 0.210
H 3.1505 -0.7529 2.5714 0.224
H 2.4443 1.7565 1.9447 0.208
H 3.7337 -0.5189 0.9003 0.220
```

***

# 6
ORCA calculation (ωB97M-V/def2-TZVPD) on a 2-piece molecular cluster, C9H14 overall at a distorted geometry.

E_LUMO (spin up / spin down) (eV): -4.4179 / -8.2271
HOMO level (spin up / spin down) (hartree): -0.52397 / -0.52394
HOMO-LUMO gap (spin up / spin down) (eV): 9.84 / 6.03
Total charge: +1
2S+1: 2

XYZ file:
```
23
Properties=species:S:1:pos:R:3:mulliken_spin:R:1
C -0.7739 2.3646 0.5461 0.018
C 1.8424 1.3153 -2.0152 0.001
C 1.0575 2.0702 -1.1792 0.205
C 1.5323 -0.0423 -2.1335 0.294
C 0.0383 1.4925 -0.3355 0.229
C 0.6070 -0.6522 -1.2277 0.085
C -0.1512 0.0782 -0.3732 0.068
H 2.6295 1.7911 -2.5801 0.005
H 1.0929 3.1341 -1.2914 0.002
H 2.0316 -0.6842 -2.8494 0.010
H 0.4395 -1.7196 -1.3042 0.003
H -1.7804 1.9650 0.6411 0.005
H -0.8997 3.3240 0.0601 0.011
H -0.9336 -0.3096 0.2578 0.015
H -0.1868 2.5522 1.4509 0.050
C -1.7363 -3.4803 2.4912 0.000
C -1.3044 -2.0050 2.5309 -0.001
H -2.5196 -3.6329 1.7556 0.000
H -0.9018 -4.1094 2.1758 0.000
H -1.9502 -3.8488 3.4905 0.000
H -1.1367 -1.5740 3.5177 0.000
H -2.0507 -1.4128 1.9998 0.000
H -0.3181 -1.8707 2.0698 0.001
```

***

# 7
ORCA calculation (ωB97M-V/def2-TZVPD) on a 2-piece molecular cluster, C9H14 overall at a distorted geometry.

E_LUMO (spin up / spin down) (eV): -4.5916 / -8.3924
HOMO level (spin up / spin down) (hartree): -0.51335 / -0.51335
HOMO-LUMO gap (spin up / spin down) (eV): 9.38 / 5.58
Total charge: +1
2S+1: 2

XYZ file:
```
23
Properties=species:S:1:pos:R:3:mulliken_spin:R:1
C -1.5794 3.4954 -0.9002 0.000
C -2.8159 2.7196 -0.4542 0.000
H -0.7374 3.2672 -0.2413 0.000
H -1.1962 3.2129 -1.8848 0.000
H -1.7965 4.5521 -0.8005 0.000
H -2.7025 2.5213 0.6278 0.000
H -2.9455 1.6644 -0.6922 0.000
H -3.6843 3.3645 -0.5503 0.000
C -1.5754 -1.2580 0.3678 0.018
C 0.6932 -1.5098 1.3785 0.258
C -0.1188 -0.9339 0.3754 0.236
C 2.0822 -1.6747 1.2240 -0.032
C 0.4675 -0.4354 -0.7794 0.001
C 2.6495 -1.2513 0.0652 0.257
C 1.8086 -0.6081 -0.9560 0.175
H 0.2929 -1.8757 2.3166 0.005
H 2.5404 -2.3905 1.8964 0.004
H -1.7248 -2.2333 -0.1021 0.041
H -2.1775 -0.4612 -0.0696 0.014
H -0.1085 -0.1386 -1.6468 0.000
H 3.7185 -1.2233 -0.1017 0.007
H 2.3848 -0.3095 -1.8236 0.012
H -2.0722 -1.3013 1.3443 0.004
```

***

# 8
ORCA calculation (ωB97M-V/def2-TZVPD) on a 2-piece molecular cluster, C9H14 overall at a distorted geometry.

E_LUMO (spin up / spin down) (eV): -4.3504 / -8.5095
HOMO level (spin up / spin down) (hartree): -0.51202 / -0.51203
HOMO-LUMO gap (spin up / spin down) (eV): 9.58 / 5.42
Total charge: +1
2S+1: 2

XYZ file:
```
23
Properties=species:S:1:pos:R:3:mulliken_spin:R:1
C 1.1932 -0.8895 -2.1889 0.023
C -2.1749 1.2988 -0.7934 0.274
C -2.3613 0.3393 -1.8269 0.190
C -0.9761 1.4342 -0.1836 -0.009
C -1.2301 -0.4097 -2.2294 -0.013
C 0.0616 0.6562 -0.6177 0.220
C 0.0213 -0.2738 -1.6319 0.230
H -2.9458 2.1058 -0.9394 0.003
H -3.1936 0.2005 -2.5263 -0.002
H -0.6897 2.2873 0.4309 0.005
H -1.3264 -1.0515 -2.9601 0.002
H 0.9584 0.7752 -0.0807 0.000
H 1.0039 -1.8981 -2.5892 0.011
H 1.9895 -0.9217 -1.3621 0.011
H 1.7535 -0.2567 -2.9055 0.047
C 0.8588 -0.9206 2.1988 -0.003
C 1.0815 0.1649 3.2459 0.002
H 1.5441 -0.9603 1.3797 0.000
H 0.9548 -1.9858 2.6603 0.002
H -0.0746 -0.7663 1.8276 0.005
H 0.2508 0.6949 3.5995 0.000
H 1.4332 -0.4123 4.2256 0.001
H 1.8679 0.7891 3.2666 0.000
```

***

# 9
ORCA calculation (ωB97M-V/def2-TZVPD) on a 2-piece molecular cluster, C9H14 overall at a distorted geometry.

E_LUMO (spin up / spin down) (eV): -4.5187 / -8.4294
HOMO level (spin up / spin down) (hartree): -0.51084 / -0.51083
HOMO-LUMO gap (spin up / spin down) (eV): 9.38 / 5.47
Total charge: +1
2S+1: 2

XYZ file:
```
23
Properties=species:S:1:pos:R:3:mulliken_spin:R:1
C -0.3701 1.2517 2.3205 0.019
C -1.8805 -0.3484 0.7975 0.190
C -0.8513 0.6767 1.0002 0.257
C -2.4528 -0.5017 -0.4415 -0.008
C -1.8264 0.0986 -1.5260 0.295
C -0.2689 1.2809 -0.1062 0.061
C -0.7892 1.0517 -1.4020 0.099
H -2.4367 -0.7243 1.7139 0.003
H -3.4196 -0.9322 -0.5228 -0.002
H -0.1107 2.2579 2.2664 0.016
H 0.5763 0.8392 2.7200 0.051
H -2.3382 0.1693 -2.4526 0.018
H 0.6827 1.9302 -0.0226 0.000
H -0.7223 1.7719 -2.2378 0.000
H -1.2088 1.0750 2.9956 0.000
C 3.5411 -0.7363 -0.3859 0.000
C 3.0518 -2.2665 -0.4885 0.000
H 3.1791 -0.4605 0.6210 0.000
H 4.7097 -0.6235 -0.3689 0.000
H 3.1795 -0.3203 -1.3522 0.000
H 3.5094 -3.0116 0.1403 0.000
H 1.9930 -2.3904 -0.6298 0.000
H 3.4845 -2.6215 -1.4783 0.000
```